{
  "formula": "C2H6N4S",
  "method": "ωB97M-V/def2-TZVPD",
  "symbols": ["C", "C", "H", "H", "H", "H", "H", "H", "N", "N", "N", "N", "S"],
  "xyz": [[1.214, 1.183, -0.024], [0.189, -1.101, 0.472], [2.888, -1.159, 0.504], [2.529, -1.194, -1.142], [2.096, 1.852, -0.385], [0.357, 2.788, 0.551], [0.812, -1.945, 0.841], [-1.478, 1.048, -0.296], [2.615, -0.662, -0.357], [1.229, -0.201, -0.182], [0.124, 1.738, 0.407], [-1.060, -1.011, 0.501], [-2.248, -0.058, -0.334]],
  "de_lowest_kcal_mol": 73.7,
  "homo_energy_ev": -8.593,
  "e_tot_ev": -18963.850,
  "total_charge": 0,
  "orbital_gap_ha": 0.344,
  "largest_force_ev_per_a": 4.1
}

=====

{
  "formula": "C2H6N4S",
  "method": "ωB97M-V/def2-TZVPD",
  "symbols": ["C", "C", "H", "H", "H", "H", "H", "H", "N", "N", "N", "N", "S"],
  "xyz": [[0.142, 0.377, 1.078], [-0.842, -1.409, -1.293], [-0.404, 2.467, 2.376], [1.079, 3.162, 1.687], [-1.054, 0.416, 1.057], [1.341, -0.656, -0.091], [-0.568, -2.628, 0.319], [-1.611, -2.094, -1.764], [0.647, 2.344, 2.261], [1.047, 1.184, 1.515], [0.606, -0.920, 0.617], [-0.454, -1.610, 0.028], [-0.469, -0.091, -2.077]],
  "de_lowest_kcal_mol": 75.0,
  "homo_energy_ev": -8.666,
  "e_tot_ev": -18963.792,
  "total_charge": 0,
  "orbital_gap_ha": 0.334,
  "largest_force_ev_per_a": 3.5
}

=====

{
  "formula": "C2H6N4S2",
  "method": "ωB97M-V/def2-TZVPD",
  "symbols": ["C", "C", "H", "H", "H", "H", "H", "H", "N", "N", "N", "N", "S", "S"],
  "xyz": [[-1.899, -0.248, -0.104], [1.831, -0.393, 0.015], [-1.761, 1.569, -1.099], [-0.317, 1.250, -0.128], [-3.708, 0.204, -0.594], [0.968, 0.194, 1.872], [2.154, 1.287, 1.161], [3.029, -1.290, -1.007], [-1.160, 0.812, -0.584], [-3.180, -0.534, -0.225], [1.323, 0.595, 0.939], [2.999, -0.325, -0.471], [-0.952, -1.490, 0.686], [0.672, -1.630, -0.462]],
  "de_lowest_kcal_mol": 25.3,
  "homo_energy_ev": -9.233,
  "e_tot_ev": -29801.469,
  "total_charge": 0,
  "orbital_gap_ha": 0.360,
  "largest_force_ev_per_a": 4.0
}

=====

{
  "formula": "C2H6N6",
  "method": "ωB97M-V/def2-TZVPD",
  "symbols": ["C", "C", "H", "H", "H", "H", "H", "H", "N", "N", "N", "N", "N", "N"],
  "xyz": [[0.292, 0.440, 0.034], [-0.714, -2.036, 0.364], [1.319, 2.498, -1.823], [-0.118, 2.972, -1.168], [0.439, 0.381, 2.035], [0.166, -2.016, 2.151], [-0.903, -3.106, 0.626], [-0.626, 0.380, -1.700], [0.445, 2.178, -1.397], [0.882, 1.560, -0.157], [0.530, -0.233, 1.238], [-0.249, -1.361, 1.429], [-0.870, -1.504, -0.788], [-0.592, -0.154, -0.844]],
  "de_lowest_kcal_mol": 34.4,
  "homo_energy_ev": -7.957,
  "e_tot_ev": -11108.808,
  "total_charge": 0,
  "orbital_gap_ha": 0.322,
  "largest_force_ev_per_a": 3.7
}

=====

{
  "formula": "C2H6N6",
  "method": "ωB97M-V/def2-TZVPD",
  "symbols": ["C", "C", "H", "H", "H", "H", "H", "H", "N", "N", "N", "N", "N", "N"],
  "xyz": [[0.539, 0.690, -0.588], [0.255, -1.010, 1.170], [0.389, 3.541, 0.694], [1.473, 2.054, 1.120], [0.303, -1.652, 2.045], [-0.223, -2.555, -1.143], [-1.809, -2.633, -1.042], [-1.245, 0.547, -1.140], [1.080, 2.813, 0.239], [0.282, 2.033, -0.515], [1.091, 0.013, 0.612], [-0.825, -1.120, 0.035], [-0.892, -2.492, -0.446], [-0.417, -0.227, -1.041]],
  "de_lowest_kcal_mol": 125.7,
  "homo_energy_ev": -7.958,
  "e_tot_ev": -11104.847,
  "total_charge": 0,
  "orbital_gap_ha": 0.286,
  "largest_force_ev_per_a": 11.0
}

=====

{
  "formula": "C2H6NNaO3Te",
  "method": "ωB97M-V/def2-TZVPD",
  "symbols": ["Na", "C", "Te", "C", "H", "H", "H", "H", "H", "H", "O", "N", "O", "O"],
  "xyz": [[-0.123, -1.789, -3.380], [-0.491, 0.135, 3.368], [1.493, 0.567, 2.529], [0.981, -0.365, 0.547], [-0.321, -0.796, 3.877], [-1.134, -0.011, 2.474], [-0.570, 0.913, 4.163], [1.899, -0.352, 0.002], [0.161, 0.186, 0.129], [0.630, -1.388, 0.659], [-1.197, 1.809, -3.470], [-0.669, 0.735, -3.585], [0.362, 0.407, -2.850], [-1.020, -0.051, -4.462]],
  "homo_energy_ev": -7.728,
  "e_tot_ev": -21509.637,
  "total_charge": 0,
  "orbital_gap_ha": 0.240,
  "largest_force_ev_per_a": 2.6
}

=====

{
  "formula": "C2H6NO",
  "method": "ωB97M-V/def2-TZVPD",
  "symbols": ["C", "O", "C", "N", "H", "H", "H", "H", "H", "H"],
  "xyz": [[0.706, 0.598, -0.525], [1.760, 1.339, -0.231], [0.161, -0.226, 0.660], [-1.190, -0.828, 0.380], [0.904, -0.200, -1.317], [-0.177, 1.149, -0.973], [0.012, 0.445, 1.493], [0.825, -1.075, 0.737], [-1.137, -1.133, -0.580], [-1.863, -0.069, 0.358]],
  "de_lowest_kcal_mol": 6.7,
  "homo_energy_ev": -2.144,
  "e_tot_ev": -5708.047,
  "total_charge": -1,
  "orbital_gap_ha": 0.259,
  "largest_force_ev_per_a": 2.0
}

=====

{
  "formula": "C2H6NO",
  "method": "ωB97M-V/def2-TZVPD",
  "symbols": ["C", "O", "C", "N", "H", "H", "H", "H", "H", "H"],
  "xyz": [[-0.348, 1.096, -0.425], [-0.528, 1.567, -1.672], [-0.258, -0.364, 0.040], [0.770, -1.740, 0.662], [0.524, 1.696, -0.074], [-1.191, 1.394, 0.233], [0.432, -1.000, -0.503], [0.154, -0.629, 1.082], [-1.173, -0.819, -0.204], [1.618, -1.201, 0.862]],
  "de_lowest_kcal_mol": 139.9,
  "homo_energy_ev": -2.324,
  "e_tot_ev": -5702.272,
  "total_charge": -1,
  "orbital_gap_ha": 0.245,
  "largest_force_ev_per_a": 3.7
}

=====

{
  "formula": "C2H6NO",
  "method": "ωB97M-V/def2-TZVPD",
  "symbols": ["O", "C", "C", "N", "H", "H", "H", "H", "H", "H"],
  "xyz": [[0.402, -0.247, -1.479], [-0.518, 0.276, -0.881], [-0.591, 0.452, 0.648], [0.618, -0.387, 1.246], [-1.439, 0.483, -1.316], [-1.538, 0.178, 0.816], [-0.508, 1.512, 0.960], [1.364, 0.109, 1.593], [1.008, -0.936, 0.417], [0.227, -1.035, 2.033]],
  "de_lowest_kcal_mol": 20.6,
  "homo_energy_ev": -15.635,
  "e_tot_ev": -5700.592,
  "total_charge": 1,
  "orbital_gap_ha": 0.419,
  "largest_force_ev_per_a": 5.8
}

=====

{
  "formula": "C2H6NO2",
  "method": "ωB97M-V/def2-TZVPD",
  "symbols": ["C", "O", "H", "H", "H", "C", "N", "O", "H", "H", "H"],
  "xyz": [[-1.757, 0.803, -0.774], [-0.490, 1.296, -1.099], [-1.706, -0.197, -0.366], [-2.288, 1.407, -0.002], [-2.387, 0.823, -1.658], [2.055, -1.038, 0.804], [0.926, -0.403, 0.614], [3.163, -0.785, 0.292], [2.083, -1.888, 1.544], [0.191, 0.782, -0.575], [0.211, -0.799, 1.220]],
  "de_lowest_kcal_mol": 28.4,
  "homo_energy_ev": -3.774,
  "e_tot_ev": -7757.033,
  "total_charge": -1,
  "orbital_gap_ha": 0.291,
  "largest_force_ev_per_a": 1.0
}

=====

{
  "formula": "C2H6NO2",
  "method": "ωB97M-V/def2-TZVPD",
  "symbols": ["C", "O", "H", "H", "H", "C", "N", "O", "H", "H", "H"],
  "xyz": [[1.368, 0.993, -1.055], [1.662, -0.093, -0.200], [0.263, 0.643, -1.433], [1.663, 1.984, -0.713], [1.724, 0.913, -2.107], [-1.767, -0.863, 0.655], [-0.557, -0.996, 1.264], [-2.890, -1.108, 1.097], [-1.739, -0.068, -0.199], [1.023, -0.683, 0.452], [-0.750, -0.723, 2.238]],
  "de_lowest_kcal_mol": 74.9,
  "homo_energy_ev": -3.440,
  "e_tot_ev": -7755.017,
  "total_charge": -1,
  "orbital_gap_ha": 0.279,
  "largest_force_ev_per_a": 5.4
}

=====

{
  "formula": "C2H6NO2P",
  "method": "ωB97M-V/def2-TZVPD",
  "symbols": ["C", "C", "N", "O", "O", "P", "H", "H", "H", "H", "H", "H"],
  "xyz": [[1.535, -0.024, 0.391], [-0.348, 0.879, -1.039], [0.149, 0.398, 0.266], [-2.721, -2.202, 1.226], [-0.804, -1.033, 0.494], [-2.134, -0.864, 1.393], [2.050, 0.900, 0.559], [1.677, -0.604, 1.266], [2.032, -0.515, -0.419], [0.352, 0.821, -1.923], [-1.154, 0.273, -1.344], [-0.635, 1.971, -0.870]],
  "de_lowest_kcal_mol": 59.8,
  "homo_energy_ev": -10.139,
  "e_tot_ev": -17043.173,
  "total_charge": 0,
  "orbital_gap_ha": 0.381,
  "largest_force_ev_per_a": 3.4
}

=====

{
  "formula": "C2H6NO3",
  "method": "ωB97M-V/def2-TZVPD",
  "symbols": ["C", "N", "C", "O", "O", "H", "H", "H", "H", "H", "H", "O"],
  "xyz": [[1.017, -1.518, -0.384], [1.163, -0.281, 0.318], [-0.012, 0.406, 0.754], [0.120, 1.640, 0.946], [-1.037, -0.305, 0.871], [0.562, -1.410, -1.372], [0.403, -2.192, 0.206], [1.977, -2.017, -0.559], [1.984, 0.265, 0.137], [-1.118, 1.049, -1.448], [-1.449, -0.388, -1.420], [-1.239, 0.308, -2.059]],
  "de_lowest_kcal_mol": 4.8,
  "homo_energy_ev": -4.168,
  "e_tot_ev": -9805.991,
  "total_charge": -1,
  "orbital_gap_ha": 0.307,
  "largest_force_ev_per_a": 0.6
}

=====

{
  "formula": "C2H6NO3",
  "method": "ωB97M-V/def2-TZVPD",
  "symbols": ["C", "N", "C", "O", "O", "H", "H", "H", "H", "H", "H", "O"],
  "xyz": [[-0.226, -0.886, 0.607], [-1.005, 0.200, 0.556], [-2.358, 0.182, -0.107], [-2.622, 1.239, -0.790], [-2.891, -0.909, -0.028], [0.581, -0.995, -0.259], [-0.907, -1.824, 0.609], [0.301, -0.893, 1.617], [-0.586, 1.018, 0.045], [2.655, 1.201, -0.266], [3.477, 0.610, -1.394], [3.581, 1.056, -0.590]],
  "de_lowest_kcal_mol": 31.1,
  "homo_energy_ev": -4.090,
  "e_tot_ev": -9804.853,
  "total_charge": -1,
  "orbital_gap_ha": 0.276,
  "largest_force_ev_per_a": 6.8
}

=====

{
  "formula": "C2H6NO3",
  "method": "ωB97M-V/def2-TZVPD",
  "symbols": ["O", "C", "O", "C", "N", "H", "H", "H", "H", "H", "H", "O"],
  "xyz": [[-2.617, -0.184, -0.306], [-1.403, 0.112, -0.207], [-0.903, 1.202, 0.149], [-0.501, -1.090, -0.650], [0.970, -0.986, -0.507], [-0.800, -1.926, -0.022], [-0.748, -1.311, -1.684], [1.138, -0.503, 0.357], [1.241, -0.267, -1.162], [1.228, 1.747, 2.094], [0.776, 1.635, 0.720], [1.620, 1.570, 1.219]],
  "de_lowest_kcal_mol": 7.2,
  "homo_energy_ev": -4.099,
  "e_tot_ev": -9805.890,
  "total_charge": -1,
  "orbital_gap_ha": 0.302,
  "largest_force_ev_per_a": 1.4
}

=====

{
  "formula": "C2H6NO3",
  "method": "ωB97M-V/def2-TZVPD",
  "symbols": ["O", "C", "N", "C", "O", "H", "H", "H", "H", "H", "H", "O"],
  "xyz": [[0.596, -0.847, -1.538], [0.495, 0.228, -0.895], [0.094, 0.370, 0.351], [-0.065, 1.840, 1.021], [0.375, 2.778, 0.262], [0.764, 1.188, -1.347], [-0.234, -0.456, 0.837], [0.479, 1.666, 1.973], [-1.162, 1.834, 1.230], [-0.524, -2.190, -1.022], [-0.031, -3.327, -0.165], [-0.790, -3.083, -0.706]],
  "de_lowest_kcal_mol": 34.8,
  "homo_energy_ev": -3.541,
  "e_tot_ev": -9804.692,
  "total_charge": -1,
  "orbital_gap_ha": 0.280,
  "largest_force_ev_per_a": 0.6
}

=====

{
  "formula": "C2H6NO3P2",
  "method": "ωB97M-V/def2-TZVPD",
  "symbols": ["C", "C", "N", "O", "O", "O", "P", "P", "H", "H", "H", "H", "H", "H"],
  "xyz": [[1.866, -2.681, -0.132], [0.693, -1.996, -0.227], [-2.284, 2.819, -0.092], [-0.384, 1.986, 1.692], [-0.521, 0.311, -0.335], [2.998, -2.189, -0.674], [-1.409, 1.228, 1.056], [0.772, -0.282, -0.916], [1.898, -3.601, 0.341], [-0.039, -2.446, 0.386], [-1.900, 3.531, 0.666], [-2.169, 3.182, -1.034], [-3.284, 3.018, 0.017], [3.761, -2.879, -0.747]],
  "de_lowest_kcal_mol": 8.1,
  "homo_energy_ev": -13.733,
  "e_tot_ev": -28374.124,
  "total_charge": 1,
  "orbital_gap_ha": 0.302,
  "largest_force_ev_per_a": 3.4
}

=====

{
  "formula": "C2H6NOS",
  "method": "ωB97M-V/def2-TZVPD",
  "symbols": ["C", "S", "H", "H", "H", "C", "N", "O", "H", "H", "H"],
  "xyz": [[-0.144, -2.669, 0.331], [-0.507, -1.694, -1.176], [0.362, -3.592, 0.051], [-1.056, -3.004, 0.859], [0.435, -2.141, 1.106], [0.126, 2.348, 0.443], [0.541, 1.044, 0.445], [0.571, 3.291, 1.067], [-0.866, 2.453, -0.019], [0.793, 0.711, 1.358], [-0.029, 0.473, -0.191]],
  "de_lowest_kcal_mol": 27.6,
  "homo_energy_ev": -2.656,
  "e_tot_ev": -16545.133,
  "total_charge": -1,
  "orbital_gap_ha": 0.242,
  "largest_force_ev_per_a": 1.8
}

=====

{
  "formula": "C2H6NS",
  "method": "ωB97M-V/def2-TZVPD",
  "symbols": ["C", "C", "S", "N", "H", "H", "H", "H", "H", "H"],
  "xyz": [[-0.197, -0.849, -0.941], [-0.957, -0.154, 0.197], [0.286, 0.452, 1.357], [0.681, 0.099, -1.772], [0.423, -1.678, -0.540], [-0.952, -1.346, -1.610], [-1.729, 0.543, -0.038], [-1.609, -0.995, 0.581], [0.052, 0.907, -2.062], [1.394, 0.658, -1.169]],
  "de_lowest_kcal_mol": 13.0,
  "homo_energy_ev": -2.296,
  "e_tot_ev": -14496.877,
  "total_charge": -1,
  "orbital_gap_ha": 0.247,
  "largest_force_ev_per_a": 2.7
}

=====

{
  "formula": "C2H6NS3",
  "method": "ωB97M-V/def2-TZVPD",
  "symbols": ["C", "C", "N", "S", "S", "S", "H", "H", "H", "H", "H", "H"],
  "xyz": [[-0.261, -0.044, -0.402], [1.097, -0.102, -0.885], [1.534, -0.605, -2.028], [0.008, 0.732, 1.131], [1.993, 0.731, 0.232], [-2.277, 0.206, 2.375], [-0.992, 0.486, -1.127], [-0.807, -0.944, -0.291], [0.923, -1.105, -2.651], [2.508, -0.890, -2.234], [-1.914, 1.471, 2.253], [-1.811, 0.063, 3.626]],
  "de_lowest_kcal_mol": 14.1,
  "homo_energy_ev": -12.914,
  "e_tot_ev": -36159.037,
  "total_charge": 1,
  "orbital_gap_ha": 0.310,
  "largest_force_ev_per_a": 3.9
}